No. 1
Molecular formula: C52H44N4O4W
Method: DFT, ωB97M-V with the def2-TZVPD basis set

Total charge: +2
HOMO-LUMO gap: 5.98 eV
Maximum force: 1.0 eV/A

```
105
Properties=species:S:1:pos:R:3:forces:R:3
H 1.7123 -1.8243 -3.0432 0.0 0.0 0.0
C -2.5749 1.2828 -2.0208 0.0 0.0 0.1
C 0.3325 -3.9366 -0.7349 0.1 0.1 0.0
H 1.9517 1.2115 -2.7360 0.0 0.0 0.0
H -4.0638 -6.2988 1.3332 0.0 0.0 0.0
C 0.5226 2.8512 -1.3495 -0.1 0.1 -0.1
O 2.1656 -0.0107 -1.1091 0.1 0.1 -0.1
H -2.5949 -4.4904 0.5000 0.0 0.0 0.0
C -0.9304 -1.5081 -3.0649 0.2 0.0 0.0
H 2.6310 7.6700 -0.6991 0.0 0.0 0.0
C -5.6012 2.4115 -4.8171 0.0 0.0 0.0
C -4.8712 -5.1173 2.9297 0.0 0.0 0.0
C 3.8508 -0.9674 4.1244 0.0 0.0 -0.1
C -3.2268 -4.3251 1.3662 0.0 0.0 0.0
H -1.8639 3.5781 -3.4926 0.0 0.0 0.0
C -2.8029 0.1922 -1.1978 0.0 0.0 0.1
H 4.6449 7.3406 -2.0984 0.0 0.0 0.0
O 1.4953 -2.0636 0.2898 -0.1 -0.2 -0.1
H 0.1061 -3.4157 -3.1890 0.0 0.0 0.1
H -0.8677 -1.4048 -4.1488 0.0 0.0 0.0
C 2.4979 4.3033 -1.0485 0.0 0.1 0.0
H -1.6301 -3.5256 -2.8504 0.0 0.0 0.0
O -0.4431 -2.8876 -1.2654 -0.2 -0.3 0.0
H 0.1822 -3.2552 1.3021 0.0 0.0 0.0
H 3.9225 3.1235 -2.1404 0.0 0.0 0.0
H -4.9788 2.4047 -1.4858 0.0 0.0 0.0
C 0.6887 -0.7739 2.9035 -0.1 0.0 0.0
C -0.8816 -2.2468 3.4851 -0.1 0.0 0.0
N 1.3999 1.3154 1.0162 -0.2 -0.2 -0.2
H -5.5018 -3.7011 4.4156 0.0 0.0 0.0
C -3.2040 -3.0894 2.0050 0.0 0.0 0.1
N -0.3544 1.8050 -1.1020 0.2 -0.5 0.2
C 2.8092 -2.1304 -0.2586 -0.1 0.0 0.0
N -0.2258 -0.7208 1.8634 0.0 0.1 -0.3
C 1.6667 3.1353 -0.6339 0.1 0.0 0.0
H 0.5373 4.5536 -2.7783 0.0 0.0 0.0
H -4.0244 -1.9035 3.5948 0.0 0.0 0.0
N -1.9389 -0.3270 -0.2385 0.3 0.0 0.0
H 4.1047 -1.4268 3.1747 0.0 0.0 0.0
C 0.9368 -3.3776 0.5342 0.1 0.1 0.0
C 2.3820 0.3994 5.4494 0.0 0.0 0.0
C 2.9130 6.6763 -1.0205 0.0 0.0 0.0
H -0.2690 -4.8238 -0.5118 0.0 0.0 0.0
C -4.8249 2.2443 -2.5464 0.1 0.0 0.0
C 4.4036 5.2126 -2.2081 0.0 0.0 0.0
H 5.5624 -1.7631 5.1406 0.0 0.0 0.0
H -4.8172 -0.3890 -1.9379 0.0 0.0 0.0
O 0.0915 -0.6508 -2.4692 -0.1 -0.3 -0.1
C -3.9983 -0.5842 -1.2660 0.0 0.0 -0.1
C -4.4145 1.8475 -5.2653 0.0 0.0 0.0
H 3.8607 1.9314 3.1925 0.0 0.0 0.0
C -1.4144 2.0282 -1.9636 0.0 0.1 -0.1
C 3.2040 0.2109 6.5514 0.0 0.0 0.0
C 0.0319 3.6789 -2.4035 0.1 0.0 0.0
C 2.1408 5.5867 -0.6443 0.0 0.0 0.0
H -1.8876 -1.1335 -2.7316 0.0 0.0 0.0
C -4.0291 -2.8701 3.1049 0.0 0.0 0.0
C -2.3124 -2.0086 1.4988 0.0 -0.1 0.1
C 4.0440 6.4908 -1.8043 0.0 0.0 0.0
C -3.6323 1.6787 -2.9909 -0.1 0.0 -0.1
H 1.7217 -4.0331 0.9146 0.0 0.0 0.0
C -1.2059 -1.6363 2.2345 0.1 0.0 0.1
C 2.2658 0.1893 -2.5326 0.0 -0.1 -0.1
H 5.2857 5.0657 -2.8171 0.0 0.0 0.0
H 3.3955 -0.2080 0.5052 0.0 0.0 0.0
H 0.8485 -1.9359 4.7893 0.0 0.0 0.0
C 3.2423 -0.7070 -0.4493 0.1 0.0 0.1
H -4.2556 1.6915 -6.3242 0.0 0.0 0.0
C -1.1740 3.1855 -2.7640 -0.1 0.0 0.0
H 1.1919 -0.5907 -4.2231 0.0 0.0 0.0
H 3.2937 0.0440 -2.8596 0.0 0.0 0.0
H 2.7986 -2.6702 -1.2108 0.0 0.0 0.0
C 1.3383 -0.8050 -3.1631 0.0 0.1 0.1
H 1.2586 5.7288 -0.0309 0.0 0.0 0.0
C 4.6705 -1.1570 5.2274 0.0 0.0 0.0
C 2.0310 2.4347 0.4999 0.0 -0.1 0.1
C -5.8027 2.6128 -3.4583 0.0 0.0 0.0
C 3.1357 2.8179 1.3231 0.0 0.0 -0.1
C -0.7227 -2.9500 -2.6430 0.0 0.2 0.0
C 2.1097 1.0236 2.1652 0.1 0.1 0.0
C -4.8601 -3.8816 3.5635 0.0 0.0 0.0
C -2.6531 -1.3633 0.3323 -0.2 0.1 -0.2
C 2.7018 -0.1922 4.2305 0.0 0.0 0.1
H 1.1143 -4.2348 -1.4445 0.0 0.0 -0.1
H 4.9867 -0.7169 7.3021 0.0 0.0 0.0
H 4.1514 -0.6336 -1.0436 0.0 0.0 0.0
H -1.4900 -2.9875 3.9764 0.0 0.0 0.0
H -2.4990 1.0547 -4.7026 0.0 0.0 0.0
C 3.1834 1.9473 2.3543 0.0 0.0 0.0
H 3.7657 3.6713 1.1333 0.0 0.0 0.0
H -6.3673 2.6968 -5.5253 0.0 0.0 0.0
H -4.6271 -2.3028 -0.0600 0.0 0.0 0.0
H 2.9498 0.6752 7.4948 0.0 0.0 0.0
C 0.2923 -1.7232 3.8911 0.1 0.0 0.0
W 0.1738 0.0019 -0.1494 -0.3 0.8 0.5
H 1.4899 1.0092 5.5320 0.0 0.0 0.0
H -6.7223 3.0604 -3.1060 0.0 0.0 0.0
C -4.0539 -5.3379 1.8307 0.0 0.0 0.0
H -5.5187 -5.9050 3.2903 0.0 0.0 0.0
C 3.6333 4.1222 -1.8298 0.0 -0.1 0.0
H 3.4767 -2.6494 0.4333 0.0 0.0 0.0
C -3.4314 1.4875 -4.3559 0.0 0.0 0.1
C 1.8178 0.0105 3.0472 0.0 -0.1 0.0
C 4.3481 -0.5684 6.4420 0.0 0.0 0.0
C -3.9010 -1.5538 -0.3291 0.0 0.0 0.1
```
Forces are in eV/Å.

No. 2
Molecular formula: C52H47N13OSn
Method: DFT, ωB97M-V with the def2-TZVPD basis set

Total charge: -2
HOMO-LUMO gap: 4.79 eV
Maximum force: 0.5 eV/A

```
114
Properties=species:S:1:pos:R:3:forces:R:3
N 1.5318 -2.6431 1.3958 0.0 -0.1 -0.2
N 0.6665 4.8320 -1.2399 -0.1 0.0 0.0
C -2.4541 -0.9234 2.9578 -0.1 0.1 0.1
C 3.5144 -2.9692 2.3977 0.0 0.0 0.0
C 2.1997 4.6696 -4.6545 0.0 0.0 0.0
H 0.5897 -1.8082 3.1053 0.0 0.0 0.0
C -5.5440 -1.1949 -1.2847 0.1 0.0 0.0
H 2.2937 -1.8189 -1.3603 0.0 0.0 0.0
C 2.9029 -2.0477 4.6681 0.0 0.0 0.0
H -1.7378 -1.7177 -1.1100 0.0 0.0 -0.1
C 0.5119 0.9514 3.6816 0.1 0.1 -0.1
C -4.3097 -2.4839 2.5203 0.0 0.0 0.0
C 0.2855 3.5624 -0.5705 0.1 0.0 0.0
C 3.0671 1.8965 -0.7449 0.0 0.0 0.0
H 1.9968 -1.6299 5.1030 0.0 0.0 0.0
H 3.2102 -2.9215 5.2457 0.0 0.0 0.0
C -1.1426 3.7258 -0.0017 0.0 -0.1 0.1
N -4.4377 0.5345 0.2146 -0.1 0.0 0.0
H -2.5869 -0.0021 6.8194 0.0 0.0 0.0
H -1.0257 2.7020 1.7913 0.1 -0.2 0.0
H -6.3048 -1.5382 -0.5948 0.0 0.0 0.0
C 1.1884 2.5691 -3.9643 0.0 0.0 0.0
H -4.8793 0.3837 1.1061 0.1 0.0 0.0
H -4.4009 -2.0288 1.5414 0.0 0.0 -0.1
H 4.8580 3.0612 -0.7347 0.0 0.0 0.0
C -4.6253 -0.2131 -0.9325 0.0 0.0 0.0
C -5.0299 -4.1634 4.0998 0.0 0.0 0.0
C 1.4068 -3.1643 -2.7450 0.0 0.0 0.1
C 3.6815 -0.7947 -4.9339 0.0 0.1 0.1
H -1.9073 -3.8236 -2.3828 0.0 0.0 0.1
C -4.4072 -1.3214 -3.4308 0.0 0.0 0.0
C -2.8603 2.2795 1.0567 0.0 0.0 0.1
H 1.6470 -4.4485 -4.8858 0.0 0.0 0.0
C 3.2068 3.4249 2.6714 0.0 0.0 0.0
C 2.5443 2.6256 0.4477 -0.1 -0.1 0.1
C 4.1075 0.6979 -3.0682 0.0 0.0 0.0
C -5.1505 -3.5184 2.8666 0.0 0.0 0.0
H 4.3757 2.1468 1.4255 0.0 0.0 0.0
C 0.2122 -5.1397 -3.5800 0.0 0.0 0.0
C 1.8385 5.2521 -3.4258 0.0 0.0 0.0
H 0.9465 1.5419 -4.1948 0.0 0.0 0.0
C -0.8636 -2.1167 -1.6248 -0.1 0.0 0.0
C 1.9277 -0.6824 -3.1453 0.0 0.0 0.0
N -0.5215 0.4538 2.9962 -0.2 -0.2 0.2
H -2.3858 -0.7820 1.8827 0.0 0.0 0.0
C -5.4153 -1.7396 -2.5509 0.0 0.0 0.0
H -1.8086 3.6937 -0.8624 0.0 0.0 0.0
H 5.4842 0.4212 -4.6950 0.0 0.0 0.0
C 2.8136 -3.1040 1.2320 0.0 0.1 0.1
N -1.4731 2.6280 0.8897 -0.2 0.2 -0.1
C -3.4970 -0.3448 -3.0722 0.0 0.0 0.0
N 1.0121 -5.2036 -4.6920 0.0 0.0 0.0
H -2.3024 -2.5158 5.2410 0.0 0.1 0.0
C -3.2937 -1.9998 3.3866 0.1 0.0 0.1
C -4.0009 -3.7646 4.9401 0.0 0.0 0.0
C 4.5345 0.1278 -4.2646 0.0 -0.1 -0.1
C 1.4612 -2.2404 2.6363 -0.1 0.1 0.0
C 4.8425 1.6737 -2.3548 0.0 0.0 0.0
H 1.1616 -6.1034 -5.1131 0.0 0.0 0.0
H 4.5313 -3.2015 2.6660 0.0 0.0 0.0
H -4.3298 -1.7932 -4.4019 0.0 0.0 0.0
C 0.5898 0.9008 5.0511 0.0 0.0 0.0
C 1.0953 4.0428 1.7570 0.0 0.0 0.0
C 2.4808 -1.1812 -4.4539 0.0 -0.1 0.0
C 0.2407 -3.8167 -2.8826 0.0 0.0 0.0
H -5.9122 -3.8432 2.1655 0.0 0.0 0.0
C 1.1836 4.4784 -2.5041 0.0 -0.1 0.1
H -3.4106 -0.6445 5.4986 0.0 -0.1 0.0
H -6.1003 -2.5184 -2.8624 0.0 0.0 0.0
O -0.4778 -6.0880 -3.2449 -0.1 0.0 0.0
C -3.1479 -2.7238 4.5985 0.0 0.0 0.0
H 3.9379 3.4396 3.4710 0.0 0.0 0.0
H 2.0755 6.2889 -3.2088 0.0 0.0 0.0
C 2.8399 0.3390 -2.4792 0.0 0.0 0.0
H 1.8502 -1.8564 -5.0213 0.0 0.0 0.0
C -0.9755 -3.2839 -2.3202 0.0 0.0 0.0
H -3.8385 -4.2941 5.8735 0.0 0.0 0.0
H 3.6889 -1.2928 4.7246 0.0 0.0 0.0
N -2.8336 1.1849 -1.1884 0.1 -0.1 0.0
H 1.3049 1.4012 3.0893 0.0 0.0 0.0
Sn 0.2040 0.5512 -0.4248 0.4 -0.2 -0.2
H -3.5237 3.1616 1.0613 -0.1 0.0 0.0
H 0.1743 4.6020 1.8613 0.0 0.0 0.0
C 1.3152 3.3213 0.5773 0.1 0.2 -0.1
C 1.8623 3.3526 -4.9075 0.0 0.0 0.0
C -3.6152 0.2158 -1.8042 0.0 0.0 0.0
N -2.7412 0.0372 5.8226 0.0 -0.1 -0.1
H 3.1509 -3.4955 0.2855 0.0 0.0 0.0
C 3.4491 2.6996 1.5198 0.0 -0.1 0.0
N 2.6355 -2.4073 3.2962 0.0 -0.1 0.0
N 0.2865 2.5535 -1.6275 -0.3 -0.1 0.4
C -1.5137 -0.1684 3.6806 0.1 0.1 0.0
H 2.1414 2.9016 -5.8528 0.0 0.0 0.0
H 1.2708 5.4142 -0.6781 0.0 0.0 0.0
H 4.0088 -1.1898 -5.8932 0.0 0.0 0.0
N -0.4931 0.5191 5.7730 0.0 -0.1 0.0
H 2.7397 5.2503 -5.3925 0.0 0.0 0.0
C 2.0078 4.1046 2.7964 0.0 0.0 0.0
N 2.3935 0.8936 -1.3566 0.0 0.0 -0.1
N 0.2519 -1.3853 -1.4813 0.0 0.3 -0.2
H 1.4579 1.2430 5.6017 0.0 0.0 0.0
C 4.3178 2.2660 -1.2351 0.0 0.1 0.0
H -1.2446 4.7157 0.4692 -0.1 0.0 0.0
H 2.3432 -3.6079 -3.0638 0.0 0.0 -0.1
H -2.6986 -0.0320 -3.7325 0.0 0.0 0.0
H -5.6849 -4.9826 4.3686 0.0 0.0 0.0
H -2.9745 1.7746 2.0201 0.0 0.0 0.0
C 1.5018 -1.8006 -2.1227 0.0 0.0 0.0
H 0.9662 -0.1805 -3.3356 0.0 -0.1 0.0
H 1.7726 4.6610 3.6954 0.0 0.0 0.0
H 5.8036 1.9905 -2.7454 0.0 0.0 0.0
C 0.8728 3.1165 -2.7223 0.1 -0.1 -0.2
C -3.3473 1.3360 -0.0023 0.0 -0.1 0.0
C -1.5384 0.0868 5.1166 0.0 0.1 0.0
```
Forces are in eV/Å.

In the order shown, the computed molar mass values come out to 972.79; 988.75 g/mol.
In the order shown, the computed relative energy (zero: lowest compared OMol25 entry of this formula, charge and spin) values come out to 0.00; 8.28 kJ/mol.